No. 1
Here is a molecular structure, C37H30CrN6O in a non-equilibrium geometry from the OMol25 dataset. Energies are from ωB97M-V/def2-TZVPD.

Values from the calculation:
- Charge: +1
- HOMO energy (alpha / beta): -9.94 / -10.00 eV
- <S²>: 3.819
- Energy relative to the best compared isomer or geometry (same formula, charge and spin): 0.0 kJ/mol
- 2S+1: 4

Element x y z (Å)
Cr (0.738, 0.945, -0.034)
O (4.683, 0.937, -0.900)
C (3.462, 0.855, -0.917)
N (2.672, 0.939, 0.167)
C (3.350, 1.310, 1.474)
C (2.192, 1.713, 2.344)
C (2.342, 2.156, 3.634)
C (1.205, 2.514, 4.467)
C (-0.077, 2.205, 4.042)
C (-0.108, 1.786, 2.678)
N (0.925, 1.502, 1.947)
C (2.645, 0.654, -2.171)
C (3.248, 0.648, -3.428)
C (2.412, 0.495, -4.523)
C (1.090, 0.371, -4.367)
C (0.571, 0.326, -3.094)
N (1.283, 0.542, -2.003)
H (4.094, 2.139, 1.295)
H (3.986, 0.524, 1.905)
H (3.350, 2.239, 4.015)
H (1.381, 2.997, 5.437)
H (-0.955, 2.528, 4.602)
H (-1.008, 1.777, 2.148)
H (4.289, 0.696, -3.475)
H (2.899, 0.437, -5.483)
H (0.469, 0.121, -5.168)
H (-0.487, 0.287, -3.001)
C (-4.892, -0.747, -1.193)
C (-4.984, 0.483, -0.558)
C (-3.801, 1.267, -0.327)
C (-2.589, 0.711, -0.618)
C (-2.540, -0.583, -1.158)
C (-3.667, -1.329, -1.424)
N (-1.337, 1.450, -0.517)
N (-1.539, 2.702, -0.677)
C (-0.459, 3.572, -0.584)
C (-0.781, 4.902, -0.772)
C (0.247, 5.850, -0.812)
C (1.587, 5.401, -0.504)
C (1.782, 4.047, -0.368)
N (0.789, 3.094, -0.395)
H (-5.781, -1.320, -1.225)
H (-5.896, 0.936, -0.289)
H (-3.794, 2.201, 0.130)
H (-1.561, -1.119, -1.311)
H (-3.473, -2.297, -1.822)
H (-1.694, 5.189, -1.170)
H (0.212, 6.910, -1.059)
H (2.488, 6.058, -0.413)
H (2.812, 3.646, -0.143)
C (-2.427, -5.006, 2.601)
C (-1.090, -4.930, 2.314)
C (-0.558, -3.676, 2.007)
C (-1.366, -2.573, 1.850)
C (-2.754, -2.649, 2.194)
C (-3.214, -3.894, 2.586)
C (-0.777, -1.232, 1.374)
C (0.094, -1.061, 0.382)
C (0.539, -2.160, -0.419)
C (1.893, -2.339, -0.592)
C (2.408, -3.384, -1.270)
C (1.504, -4.297, -1.827)
C (0.166, -4.216, -1.627)
C (-0.314, -3.126, -0.928)
H (-2.912, -5.912, 2.529)
H (-0.471, -5.842, 2.323)
H (0.413, -3.693, 1.670)
H (-3.498, -1.866, 2.210)
H (-4.298, -3.992, 2.703)
H (-1.207, -0.391, 1.918)
H (2.536, -1.572, -0.109)
H (3.446, -3.674, -1.363)
H (1.954, -5.217, -2.356)
H (-0.574, -4.956, -1.944)
H (-1.277, -3.007, -0.607)


No. 2
Here is a molecular structure, C37H30GeNPtS4 in a non-equilibrium geometry from the OMol25 dataset. Energies are from ωB97M-V/def2-TZVPD.

Values from the calculation:
- Charge: +2
- HOMO energy (alpha / beta): -13.16 / -13.13 eV
- <S²>: 0.774
- 2S+1: 2

Element x y z (Å)
Pt (-0.159, 0.271, 1.283)
S (0.655, 2.406, 1.599)
C (2.331, 2.272, 1.915)
C (3.033, 3.491, 2.004)
C (4.393, 3.487, 2.235)
C (5.072, 2.280, 2.371)
C (4.383, 1.067, 2.314)
C (3.023, 1.063, 2.085)
S (2.084, -0.416, 2.272)
C (2.518, -1.479, 0.850)
C (1.403, -2.484, 0.793)
C (1.566, -3.806, 0.437)
C (0.475, -4.659, 0.549)
C (-0.721, -4.194, 1.076)
C (-0.820, -2.851, 1.398)
C (-2.014, -2.220, 2.027)
S (-1.384, -0.984, 3.237)
C (-2.818, 0.003, 3.469)
C (-3.521, -0.098, 4.668)
C (-4.651, 0.674, 4.860)
C (-5.075, 1.532, 3.853)
C (-4.355, 1.649, 2.673)
C (-3.201, 0.894, 2.480)
S (-2.338, 1.130, 0.962)
N (0.211, -2.028, 1.203)
H (2.491, 4.422, 1.884)
H (4.925, 4.425, 2.321)
H (6.139, 2.278, 2.551)
H (4.910, 0.134, 2.472)
H (3.480, -1.959, 1.021)
H (2.571, -0.872, -0.042)
H (2.526, -4.170, 0.096)
H (0.572, -5.700, 0.269)
H (-1.555, -4.861, 1.241)
H (-2.620, -2.950, 2.561)
H (-2.632, -1.699, 1.292)
H (-3.180, -0.781, 5.436)
H (-5.194, 0.610, 5.793)
H (-5.964, 2.131, 3.992)
H (-4.668, 2.341, 1.901)
C (0.417, 4.640, -3.013)
C (-0.352, 4.385, -1.885)
C (-0.364, 3.111, -1.332)
C (0.369, 2.076, -1.921)
C (1.148, 2.345, -3.044)
C (1.162, 3.623, -3.592)
Ge (0.154, 0.251, -1.284)
C (1.436, -0.898, -2.209)
C (1.044, -2.092, -2.813)
C (1.991, -2.908, -3.421)
C (3.329, -2.537, -3.438)
C (3.730, -1.346, -2.844)
C (2.788, -0.532, -2.230)
C (-1.621, -0.390, -1.782)
C (-2.511, 0.500, -2.380)
C (-3.797, 0.082, -2.700)
C (-4.207, -1.211, -2.409)
C (-3.323, -2.105, -1.816)
C (-2.034, -1.694, -1.504)
H (0.444, 5.636, -3.435)
H (-0.947, 5.173, -1.441)
H (-0.976, 2.925, -0.458)
H (1.732, 1.561, -3.510)
H (1.758, 3.820, -4.473)
H (-0.001, -2.369, -2.860)
H (1.676, -3.828, -3.895)
H (4.057, -3.163, -3.938)
H (4.769, -1.046, -2.868)
H (3.111, 0.407, -1.788)
H (-2.204, 1.512, -2.617)
H (-4.476, 0.773, -3.183)
H (-5.212, -1.528, -2.655)
H (-3.635, -3.120, -1.602)
H (-1.346, -2.405, -1.061)


No. 3
Here is a molecular structure, C37H30N5O2RuS in a non-equilibrium geometry from the OMol25 dataset. Energies are from ωB97M-V/def2-TZVPD.

Values from the calculation:
- Charge: 0
- HOMO energy (alpha / beta): -7.68 / -7.52 eV
- <S²>: 0.791
- Energy relative to the best compared isomer or geometry (same formula, charge and spin): 105.1 kJ/mol
- 2S+1: 2

Element x y z (Å)
Ru (-0.403, 0.312, 1.581)
O (3.339, 2.245, 1.411)
C (2.181, 1.897, 1.359)
N (1.579, 0.819, 1.956)
C (2.220, 0.059, 2.903)
O (3.397, -0.007, 3.172)
C (1.201, -0.754, 3.700)
C (1.632, -1.783, 4.511)
C (0.694, -2.534, 5.204)
C (-0.640, -2.176, 5.098)
C (-0.990, -1.116, 4.276)
N (-0.100, -0.436, 3.549)
C (1.169, 2.705, 0.572)
C (1.597, 3.486, -0.487)
C (0.647, 4.112, -1.276)
C (-0.688, 4.011, -0.909)
C (-1.020, 3.267, 0.209)
N (-0.120, 2.579, 0.915)
H (2.694, -1.981, 4.556)
H (0.994, -3.376, 5.813)
H (-1.410, -2.710, 5.636)
H (-2.019, -0.801, 4.182)
H (2.658, 3.565, -0.677)
H (0.939, 4.668, -2.157)
H (-1.463, 4.510, -1.473)
H (-2.044, 3.201, 0.555)
C (4.549, 1.567, -3.261)
C (3.984, 0.298, -2.607)
C (4.462, -0.936, -3.384)
C (4.518, 0.217, -1.178)
C (2.457, 0.351, -2.655)
C (1.807, 0.535, -3.895)
C (0.438, 0.633, -4.002)
C (-0.322, 0.543, -2.836)
S (-2.040, 0.663, -2.624)
C (-1.827, 0.478, -0.921)
N (-0.591, 0.327, -0.538)
C (0.297, 0.352, -1.606)
C (1.685, 0.235, -1.516)
C (-2.897, 0.526, 0.074)
C (-4.239, 0.593, -0.284)
C (-5.202, 0.678, 0.706)
C (-4.804, 0.721, 2.038)
C (-3.459, 0.658, 2.378)
C (-2.461, 0.508, 1.414)
H (5.639, 1.555, -3.215)
H (4.196, 2.457, -2.737)
H (4.257, 1.654, -4.308)
H (5.552, -0.996, -3.361)
H (4.145, -0.903, -4.428)
H (4.060, -1.847, -2.938)
H (5.609, 0.240, -1.202)
H (4.222, -0.712, -0.687)
H (4.186, 1.052, -0.561)
H (2.396, 0.588, -4.801)
H (-0.036, 0.782, -4.963)
H (2.134, 0.073, -0.547)
H (-4.532, 0.568, -1.328)
H (-6.251, 0.720, 0.442)
H (-5.552, 0.807, 2.817)
H (-3.191, 0.731, 3.427)
C (-0.319, -2.102, 1.209)
C (-1.563, -2.399, 0.507)
C (-2.754, -2.612, 1.216)
C (-3.946, -2.853, 0.570)
C (-3.985, -2.893, -0.826)
C (-2.806, -2.743, -1.547)
C (-1.613, -2.504, -0.885)
C (-5.238, -3.049, -1.517)
N (-6.232, -3.146, -2.086)
H (0.614, -2.081, 0.658)
H (-0.273, -2.343, 2.259)
H (-2.731, -2.560, 2.298)
H (-4.859, -2.999, 1.132)
H (-2.834, -2.796, -2.628)
H (-0.695, -2.400, -1.452)


These records have M values of 626.7 884.6 709.8 Da, in the order they appear.